Below is a single C4H7N3 molecule in a non-equilibrium geometry, with properties calculated with ωB97M-V with the def2-TZVPD basis set.

As for the structure (SMILES): [H]/N=C\N1CCC=N1. As for the total energy: -8729.345 eV. The value obtained for the LUMO energy is 0.9 eV. As for the gap between HOMO and LUMO: 0.350 hartree.

Last column: natural (NBO) charge in e.
Cartesian coordinates (Å):
C -0.073 0.699 -1.859  0.319
C 0.589 -0.417 0.245  -0.231
C -0.157 -0.771 1.518  -0.497
C -1.297 0.191 1.345  0.043
H 1.767 0.080 -2.386  0.361
H -0.923 1.175 -2.277  0.168
H 1.229 0.505 0.506  0.174
H 1.236 -1.179 -0.176  0.216
H 0.534 -0.389 2.315  0.230
H -0.149 -1.891 1.594  0.239
H -1.981 0.422 2.073  0.202
N 1.027 0.834 -2.406  -0.722
N -0.403 0.066 -0.661  -0.309
N -1.400 0.674 0.168  -0.194



Below is a molecular structure, C13H28BF4HfN7OS2Se in a non-equilibrium geometry, with properties calculated with ωB97M-V with the def2-TZVPD basis set.

As for the total energy: -126279.441 eV. The value obtained for the LUMO energy is -5.7 eV. As for the net charge: +2. As for the gap between HOMO and LUMO: 0.313 hartree.

Last column: natural (NBO) charge in e.
Cartesian coordinates (Å):
Hf 0.487 -0.457 0.812  2.325
N 0.014 -1.315 2.554  -1.351
N -0.944 -2.148 0.164  -0.899
C -1.218 -2.996 -0.778  0.380
N -2.180 -3.912 -0.739  -0.758
S -0.312 -2.981 -2.308  0.095
H 0.466 -2.217 2.729  0.410
H 0.189 -0.778 3.403  0.406
H -1.498 -2.306 1.014  0.411
H -2.751 -4.033 0.086  0.425
H -2.301 -4.565 -1.498  0.433
F 2.201 0.377 2.142  -0.496
B 2.978 -0.297 1.174  1.324
F 4.270 -0.245 1.277  -0.456
F 2.393 -1.611 1.113  -0.504
F 2.411 0.293 -0.046  -0.525
C 1.131 2.979 0.440  -0.415
N -0.258 3.316 0.671  -0.412
C -0.743 4.450 -0.093  -0.418
C -1.057 2.503 1.396  0.700
N -0.741 1.212 1.518  -0.995
N -2.178 3.018 1.949  -0.411
C -2.224 4.368 2.489  -0.415
C -3.258 2.168 2.417  -0.427
H 1.711 3.903 0.412  0.240
H 1.279 2.456 -0.511  0.203
H 1.506 2.379 1.269  0.231
H -0.396 4.352 -1.124  0.215
H -0.368 5.397 0.298  0.228
H -1.828 4.478 -0.096  0.221
H -1.311 0.783 2.250  0.410
H -1.242 4.829 2.451  0.226
H -2.535 4.318 3.534  0.228
H -2.940 4.990 1.952  0.218
H -3.135 1.883 3.466  0.217
H -3.348 1.269 1.808  0.209
H -4.187 2.732 2.327  0.239
Se 1.502 -1.915 -1.767  0.374
C 2.772 -3.398 -1.500  -0.148
C 4.114 -3.063 -1.445  -0.289
C 5.026 -4.099 -1.270  0.074
N 4.668 -5.361 -1.162  -0.374
C 3.390 -5.665 -1.215  0.072
C 2.384 -4.717 -1.377  -0.292
H 4.446 -2.040 -1.543  0.233
H 6.087 -3.902 -1.224  0.220
H 3.139 -6.711 -1.125  0.214
H 1.350 -5.018 -1.420  0.225
C -2.557 1.425 -1.663  -0.791
S -0.822 1.243 -2.192  1.277
C -1.134 0.133 -3.590  -0.797
O -0.208 0.323 -1.124  -1.043
H -3.111 1.921 -2.453  0.265
H -2.587 2.041 -0.769  0.243
H -2.986 0.450 -1.457  0.247
H -1.620 0.699 -4.376  0.267
H -1.757 -0.701 -3.289  0.249
H -0.180 -0.235 -3.959  0.264



Below is a molecular structure, C41H54N10O6PbS2Si2Te, with properties calculated with ωB97M-V with the def2-TZVPD basis set.

As for the total energy: -120546.368 eV. The value obtained for the LUMO energy is -0.6 eV. As for the gap between HOMO and LUMO: 0.257 hartree.

Last column: Löwdin charge in e.
Cartesian coordinates (Å):
Pb 1.034 0.726 0.574  1.348
C -3.178 1.851 2.971  -0.011
C -1.792 1.296 2.793  -0.277
N -0.750 2.019 2.611  0.081
N -0.906 3.379 2.695  0.016
C 0.147 4.214 2.571  -0.607
N 0.088 5.335 3.323  0.117
S 1.523 3.987 1.599  1.076
C -1.561 -0.179 2.861  -0.281
C -2.596 -1.091 2.680  -0.053
C -2.322 -2.445 2.816  -0.058
C -1.033 -2.842 3.122  -0.047
C -0.058 -1.862 3.255  -0.113
N -0.311 -0.565 3.132  0.100
H -3.195 2.654 3.713  0.081
H -3.871 1.096 3.327  0.077
H -3.570 2.257 2.034  0.090
H -1.750 3.765 3.098  0.133
H -0.277 5.282 4.261  0.116
H 0.761 6.060 3.132  0.101
H -3.592 -0.769 2.410  0.094
H -3.109 -3.175 2.674  0.114
H -0.776 -3.886 3.243  0.112
H 0.969 -2.135 3.475  0.095
N 1.274 -6.439 0.441  0.096
C 1.948 -5.249 0.158  -0.336
C 2.238 -4.898 -1.163  -0.039
C 2.854 -3.693 -1.452  -0.061
C 3.179 -2.823 -0.419  -0.290
C 2.902 -3.165 0.898  -0.053
C 2.291 -4.372 1.187  -0.036
S 3.916 -1.257 -0.768  0.585
O 4.527 -0.819 0.457  -0.288
O 4.718 -1.391 -1.950  -0.288
N 2.666 -0.248 -0.999  -0.214
C 1.983 -0.129 -2.163  -0.512
N 2.105 -0.963 -3.209  0.147
C 1.448 -0.624 -4.309  -0.132
C 0.636 0.499 -4.409  -0.064
C 0.470 1.224 -3.240  -0.140
N 1.114 0.912 -2.128  0.053
H 1.383 -7.161 -0.254  0.085
H 1.424 -6.794 1.373  0.086
H 1.980 -5.580 -1.965  0.110
H 3.086 -3.412 -2.471  0.107
H 3.186 -2.483 1.691  0.098
H 2.091 -4.639 2.219  0.107
H 1.569 -1.293 -5.156  0.111
H 0.135 0.765 -5.327  0.098
H -0.194 2.083 -3.182  0.111
O 4.177 2.408 1.905  0.018
C 3.715 1.371 2.358  -0.617
O 2.495 0.962 2.252  -0.279
C 4.587 0.434 3.163  -0.120
C 5.946 0.673 3.307  0.008
C 6.752 -0.232 3.988  -0.049
C 6.212 -1.390 4.523  0.000
C 4.852 -1.605 4.366  -0.135
C 4.033 -0.713 3.707  0.045
N 4.259 -2.846 4.887  -0.342
O 4.959 -3.583 5.550  0.077
O 3.092 -3.080 4.612  0.041
H 6.359 1.567 2.860  0.123
H 7.813 -0.044 4.088  0.106
H 6.819 -2.118 5.040  0.116
H 2.977 -0.900 3.592  0.108
C -5.931 -0.586 -2.684  -0.186
Si -5.657 1.160 -2.070  0.372
C -6.560 2.376 -3.173  -0.185
C -6.283 1.341 -0.312  -0.192
C -3.822 1.549 -2.091  -0.577
Te -2.689 0.184 -0.876  1.195
C -2.175 -1.147 -2.459  -0.557
Si -1.641 -2.826 -1.780  0.387
C -3.173 -3.728 -1.188  -0.181
C -0.783 -3.781 -3.138  -0.164
C -0.482 -2.551 -0.346  -0.182
H -6.991 -0.847 -2.660  0.034
H -5.393 -1.308 -2.064  0.009
H -5.586 -0.699 -3.715  0.035
H -7.635 2.184 -3.175  0.030
H -6.208 2.309 -4.205  0.031
H -6.406 3.404 -2.835  0.030
H -7.355 1.138 -0.256  0.032
H -6.119 2.356 0.060  0.029
H -5.774 0.641 0.356  0.004
H -3.610 2.555 -1.729  -0.019
H -3.395 1.471 -3.093  0.015
H -1.389 -0.688 -3.058  -0.015
H -3.067 -1.262 -3.079  0.006
H -3.878 -3.900 -2.005  0.031
H -3.687 -3.150 -0.416  0.014
H -2.909 -4.700 -0.764  0.032
H -1.413 -3.871 -4.026  0.033
H -0.524 -4.788 -2.801  0.027
H 0.145 -3.277 -3.423  0.018
H -0.926 -1.891 0.404  -0.024
H 0.463 -2.112 -0.675  0.012
H -0.240 -3.494 0.150  0.039
C 3.467 3.296 -1.260  -0.026
C 2.159 3.882 -1.707  -0.225
C 2.051 4.528 -2.933  -0.049
C 0.839 5.042 -3.369  -0.090
C -0.286 4.910 -2.573  -0.070
C -0.214 4.269 -1.338  -0.229
C -1.453 4.128 -0.498  -0.054
C 1.014 3.760 -0.906  -0.332
N 1.102 3.047 0.335  -0.499
H 4.249 3.515 -1.986  0.083
H 3.394 2.212 -1.151  0.062
H 3.781 3.669 -0.285  0.064
H 2.933 4.619 -3.556  0.109
H 0.773 5.542 -4.328  0.099
H -1.240 5.303 -2.908  0.105
H -2.340 4.349 -1.092  0.066
H -1.442 4.824 0.345  0.072
H -1.540 3.118 -0.090  0.032



Energy relative to the best compared isomer or geometry (same formula, charge and spin) readings, ordered: 53.8 8.2 15.1 kcal/mol